[1]
Entry from the Open Molecules 2025 dataset: a cluster of 15 separate species, C29H88O15 in total in a non-equilibrium geometry (ωB97M-V/def2-TZVPD).

The geometry in XYZ format:
```
132
Properties=species:S:1:pos:R:3:mulliken_charge:R:1
C 1.6758 -5.0933 -1.5078 -0.7215
O 1.1179 -4.0251 -2.2332 -0.1679
H 2.5931 -5.4358 -1.9737 0.2913
H 1.8901 -4.7408 -0.4629 0.1558
H 0.8623 -5.8083 -1.4652 0.2942
H 1.7844 -3.2781 -2.2588 0.2718
C -2.7962 -3.3900 3.9322 -0.8416
O -1.6346 -2.6880 3.5091 -0.2870
H -3.2180 -3.8691 3.0677 0.2490
H -2.5159 -4.1701 4.6522 0.3596
H -3.4434 -2.7068 4.4719 0.2369
H -0.9670 -2.8614 4.1712 0.1865
C 4.2691 1.8813 0.2640 -0.5787
O 3.4301 1.8244 -0.9015 -0.2609
H 4.1000 1.0366 0.8873 -0.0842
H 5.2658 1.7218 -0.1105 0.4463
H 4.1785 2.8322 0.8350 0.2337
H 2.5463 2.1942 -0.7023 0.1470
C 1.5884 4.7923 -1.1069 -0.6064
O 1.3920 3.6791 -0.2243 -0.1189
H 2.6810 4.7336 -1.4325 0.2516
H 0.8899 4.7440 -1.9395 0.1128
H 1.4157 5.7332 -0.5369 0.2691
H 0.4899 3.3012 -0.4457 0.0566
C -4.4993 -0.3964 1.8364 -0.4514
O -3.8059 -0.2074 0.6228 -0.3335
H -3.7068 -0.4835 2.5587 -0.0757
H -5.2043 0.3777 2.1456 0.3259
H -5.0712 -1.3412 1.8511 0.2939
H -4.4618 -0.1214 -0.0984 0.1729
C -2.2888 -3.6908 -0.5569 -0.0545
O -2.8700 -3.1465 0.6551 -0.4702
H -1.3218 -3.2972 -0.7269 -0.2426
H -2.2311 -4.7752 -0.5659 0.4339
H -2.8255 -3.3979 -1.5080 0.1946
H -3.1504 -2.2557 0.5371 0.1884
C -2.4305 2.9799 -0.1147 -0.4970
O -1.3506 2.7445 -1.0262 -0.3414
H -3.1083 3.6465 -0.5643 0.4977
H -2.9823 2.0900 0.1504 -0.0941
H -1.8990 3.4494 0.7549 0.2620
H -1.6553 2.6441 -1.9591 0.2016
C 4.2538 -1.2263 -2.1927 -0.6692
O 3.0574 -1.8760 -1.7254 -0.3364
H 5.1458 -1.8311 -1.9483 0.2927
H 4.1757 -1.2315 -3.2798 0.3122
H 4.3474 -0.1791 -1.8798 0.0175
H 3.0595 -1.9851 -0.7446 0.2800
C -3.1576 -0.1551 -3.1291 -0.3799
C -4.3749 0.6039 -2.7116 0.6297
C -5.1423 1.1151 -3.9330 -1.6972
O -5.3163 -0.2371 -1.9156 -0.6717
H -2.3254 0.4467 -3.4891 0.1961
H -3.3823 -0.7720 -4.0112 0.3144
H -2.7262 -0.9072 -2.4252 0.0643
H -4.2159 1.3942 -1.9759 -0.0354
H -4.5781 1.9023 -4.4021 0.3254
H -6.0610 1.5972 -3.6170 0.5021
H -5.3452 0.3273 -4.6756 0.4022
H -5.8102 -0.7428 -2.6149 0.3287
C 1.7399 5.1116 3.1471 -1.5522
C 1.5693 3.7931 3.8319 1.3623
C 2.7834 2.9362 3.7027 -0.3396
O 1.2913 4.1092 5.2078 -0.6304
H 2.5392 5.6149 3.7009 0.4071
H 0.8319 5.7273 3.3453 0.3968
H 2.0052 5.0366 2.0975 0.1920
H 0.7352 3.2120 3.4055 -0.3446
H 3.1315 2.9656 2.7026 -0.4141
H 2.7909 1.9040 4.0762 0.0660
H 3.5787 3.4522 4.2837 0.4818
H 1.3328 3.2549 5.6110 0.3604
C 5.3555 -1.6783 2.2013 -1.2664
C 3.9025 -2.1702 2.3982 0.4440
C 3.2434 -1.5780 3.6268 -0.8288
O 3.1170 -1.6848 1.2660 -0.0455
H 5.2839 -0.6750 1.7740 0.1486
H 5.9073 -2.2609 1.4728 0.3503
H 5.9393 -1.6453 3.1188 0.3807
H 3.8310 -3.2450 2.4260 0.4065
H 3.4018 -0.4888 3.5712 0.0398
H 3.6288 -1.9094 4.6028 0.4397
H 2.1761 -1.7641 3.6221 0.1225
H 2.2308 -2.0581 1.3949 -0.0463
C -0.1286 -2.9513 -5.1871 -1.2590
C -1.5196 -3.1842 -4.5958 2.0252
C -2.6879 -3.4963 -5.5326 -1.6300
O -1.4784 -4.2632 -3.7129 -0.5908
H 0.2291 -3.8665 -5.6851 0.3346
H 0.6169 -2.7416 -4.4061 0.1213
H -0.1770 -2.1171 -5.8459 0.4071
H -1.7825 -2.2009 -4.0790 -0.8672
H -2.4461 -4.4331 -5.9797 0.4682
H -2.6961 -2.7528 -6.3143 0.3578
H -3.6412 -3.5083 -5.0060 0.3375
H -0.6786 -4.2187 -3.1722 0.2715
C 0.9054 1.0539 -4.3636 -1.5778
C 0.4523 2.4526 -3.8486 2.7160
C 1.1526 3.5998 -4.4666 -1.8601
O -1.0075 2.5388 -3.9784 -0.5661
H 0.5690 0.2553 -3.7531 0.2128
H 2.0086 1.0275 -4.3196 0.4614
H 0.5588 0.8304 -5.3820 0.3459
H 0.6542 2.4782 -2.7720 -1.2756
H 1.1460 3.3659 -5.5219 0.5185
H 2.1895 3.7086 -4.1892 0.2703
H 0.5564 4.5066 -4.2630 0.5122
H -1.1528 3.1191 -4.7284 0.2764
C 0.1194 0.5681 1.5710 1.3059
C -0.2244 -0.6405 0.7355 2.1548
C 0.4988 -0.6410 -0.5858 0.6842
O 0.1907 -1.8712 1.4134 -0.6052
H 1.2201 0.6882 1.6755 -0.0851
H -0.3206 0.5477 2.5662 -1.6629
H -0.2142 1.4581 1.0521 -0.3024
H -1.2853 -0.6509 0.5317 -0.3921
H 0.1957 0.2629 -1.1887 -0.3288
H 0.2695 -1.5794 -1.1267 -0.5966
H 1.5845 -0.6175 -0.5187 -0.4264
H -0.5048 -2.1278 2.0428 0.1589
C 0.2485 -0.2247 5.4237 -0.8132
C -0.6294 1.0203 5.4813 1.5137
C -2.0269 0.8415 4.8944 -0.4673
O -0.6391 1.5179 6.7903 -0.6582
H -0.0461 -0.9378 6.1831 0.5006
H 1.2809 0.0197 5.6370 0.3550
H 0.2199 -0.7033 4.4357 -0.2838
H -0.1422 1.7038 4.7428 -0.7695
H -2.6697 1.7246 4.9534 0.4596
H -2.6086 0.0447 5.3663 0.2611
H -1.8196 0.5472 3.8700 -0.3302
H -1.0228 2.4173 6.7597 0.4061
```

frontier orbital gap	0.358	Ha
total charge	0
energy above the lowest of the compared OMol25 structures with the same formula, charge and spin	9.9	kcal per mole
HOMO	-0.344	Eh
spin multiplicity	1

***

[2]
Entry from the Open Molecules 2025 dataset: a structure of composition C2B4CdF22NO4S2 in a non-equilibrium geometry (ωB97M-V/def2-TZVPD).

The geometry in XYZ format:
```
36
Properties=species:S:1:pos:R:3:mulliken_charge:R:1
Cd -0.7298 0.3257 -0.3987 1.8191
C 4.2139 -0.1382 -1.3147 0.7191
F 3.9625 -1.4387 -1.2801 -0.2138
F 5.5199 0.0641 -1.3759 -0.2534
F 3.6916 0.5244 -2.3494 -0.2038
S 3.5336 0.5976 0.3596 0.9565
O 4.6092 0.8158 1.3018 -0.5900
O 2.9809 1.8348 -0.1566 -0.6602
N 2.1622 -0.4674 0.7977 -0.3017
S 2.9305 -1.3571 1.8612 0.9945
O 4.1448 -2.0392 1.3856 -0.6415
O 3.1215 -0.6401 3.1225 -0.6499
C 1.7089 -2.6778 2.2864 0.5407
F 1.4000 -3.4287 1.1798 -0.2128
F 2.2611 -3.4902 3.2129 -0.2202
F 0.6470 -2.0842 2.8475 -0.1941
B -1.2581 2.0958 3.3731 0.5601
F -1.1441 1.5204 4.5753 -0.3733
F -1.8970 3.2545 3.3897 -0.3600
F 0.0034 2.4495 2.8624 -0.4369
F -1.8567 1.2153 2.5356 -0.3746
B -5.6204 1.2059 -0.6207 0.5702
F -4.3087 1.0221 -0.9853 -0.3027
F -6.0017 -0.0102 -0.0120 -0.4255
F -5.9189 2.2885 0.1972 -0.4066
F -6.4264 1.5008 -1.7526 -0.4285
B -1.7946 -3.2102 -1.7302 0.5796
F -2.8205 -2.8577 -2.5893 -0.3789
F -0.5681 -2.9587 -2.3858 -0.4261
F -1.8575 -2.3614 -0.6278 -0.3682
F -1.9320 -4.5477 -1.3907 -0.3726
B -0.5226 2.6065 -3.3418 0.6624
F -0.5966 2.8009 -1.9544 -0.4551
F 0.6267 3.1500 -3.7920 -0.3644
F -0.6192 1.2580 -3.3336 -0.4104
F -1.6448 3.1769 -3.8967 -0.3770
```

frontier orbital gap	0.204	Ha
total charge	-3
energy above the lowest of the compared OMol25 structures with the same formula, charge and spin	9.2	kcal per mole
HOMO	-0.142	Eh
spin multiplicity	1